Record 1
123
Properties=species:S:1:pos:R:3:forces:R:3 method="wB97M-V/def2-TZVPD" total_charge=+1 homo_lumo_gap_ha=0.201
Hg 3.386748 -1.448051 2.589430 0.481 -0.131 -0.783
Zn 2.984288 0.332149 -2.052830 0.091 -1.117 0.485
S 3.851098 -2.587911 -0.798820 3.856 -3.341 -5.721
O 3.775428 -2.506651 0.640480 -0.647 0.387 6.062
O 3.184918 -3.754761 -1.356970 -0.149 0.456 1.325
O 3.209888 -1.418401 -1.366960 -2.689 3.952 -1.001
O 5.252688 -2.482301 -1.230790 -0.425 -0.156 1.088
C -0.754032 -0.212761 0.219560 2.215 -1.170 -0.054
F -1.115192 -1.157251 1.119160 -0.209 1.656 -0.585
F -0.496512 -0.837571 -0.939490 -0.978 0.493 0.268
F -1.591152 0.784489 0.097280 -0.253 -0.654 0.020
S 0.956128 0.473459 0.637770 3.541 -1.726 1.132
O 1.745678 -0.571951 1.387350 -2.375 0.906 -1.761
O 1.614638 0.758399 -0.651140 -2.026 0.576 1.291
O 0.815908 1.577449 1.533980 -0.694 0.800 -0.301
C -4.043342 1.668269 2.010800 -0.433 -1.923 -2.869
C -4.867242 0.928859 0.837910 -0.873 1.385 1.535
O -6.241822 0.900629 1.324050 0.868 -0.881 -0.278
O -4.713852 2.898569 2.117370 0.696 0.150 0.684
H -3.003072 1.763089 1.699420 0.119 0.478 -0.128
H -4.002082 1.044379 2.903640 -0.622 0.118 0.303
H -4.520832 -0.050801 0.508710 -0.128 -0.087 0.617
H -4.963382 1.531879 -0.064990 0.984 0.213 0.091
H -6.412942 1.836459 1.452680 -0.364 0.111 0.192
H -4.117982 3.433279 2.647110 -0.299 0.554 0.114
C 4.871698 2.527369 -0.348190 -1.194 -0.223 0.494
C 4.032638 2.951539 0.834160 -1.148 1.346 -0.538
O 4.389008 2.337279 2.025190 0.948 -0.961 1.382
O 4.426908 1.169579 -0.621060 0.778 0.536 -0.879
H 5.941958 2.602929 -0.156000 0.040 -0.249 -0.082
H 4.609108 3.138049 -1.212030 0.149 -0.175 -0.036
H 2.991978 2.667609 0.677670 -0.127 0.095 -0.656
H 4.005288 4.023689 1.028690 0.420 0.139 -0.197
H 4.869018 1.532829 1.815290 0.357 -0.033 0.129
H 4.563978 0.613989 0.149730 0.075 -0.504 -0.273
C 1.360028 0.769649 -4.443250 -0.233 0.523 -2.009
C 1.362508 2.075489 -3.739470 0.843 -0.056 1.111
O 2.706948 2.135369 -3.055330 -1.253 -0.102 -0.295
O 1.501798 -0.272421 -3.507630 0.983 1.640 0.080
H 2.112368 0.743539 -5.231540 0.594 -0.170 0.254
H 0.453748 0.731539 -5.047650 -0.513 -0.365 0.378
H 0.569618 1.991989 -2.996200 0.127 0.407 0.378
H 1.297898 3.033969 -4.254490 -0.282 -0.536 -0.617
H 2.627258 2.987159 -2.619770 0.626 0.066 0.568
H 0.866858 -0.963621 -3.709370 -0.780 -1.654 0.029
C 0.887418 4.658379 2.439190 -0.692 0.010 0.433
C 0.781238 5.763299 1.434770 -0.297 1.029 -1.055
O 1.863658 6.672099 1.584840 0.442 -0.112 0.053
O -0.213902 3.764329 2.468880 0.036 0.669 -0.047
H 0.905198 5.160929 3.406260 0.434 -0.244 0.262
H 1.816668 4.134689 2.214820 0.202 -0.113 0.425
H -0.123972 6.368469 1.484410 -0.460 -0.501 0.293
H 0.824888 5.402809 0.407040 0.050 -0.262 -0.087
H 1.582928 7.351799 2.201930 0.155 0.074 0.038
H 0.054208 2.981289 1.982480 -0.201 -0.082 -0.040
C 3.133408 1.865709 5.890440 -0.475 -0.980 0.691
C 3.065108 0.422299 5.279320 -1.928 0.614 -1.451
C 1.637098 0.111449 4.731550 -1.275 0.147 2.091
O 1.406928 -1.253221 4.445320 1.764 -0.680 -0.385
C 0.026638 -1.674561 4.270320 1.837 0.277 -0.686
N 3.871428 0.353629 4.069630 1.752 -1.048 -0.348
H 4.069518 2.381309 6.104830 0.698 -0.699 -0.751
H 2.778678 1.774639 6.917070 -0.771 0.188 -0.117
H 2.548808 2.563839 5.291310 -0.286 -0.136 0.150
H 3.371818 -0.413391 5.908350 0.037 0.349 0.317
H 1.356478 0.714859 3.868270 0.232 0.371 -0.053
H 0.953568 0.307159 5.557730 -0.260 0.641 0.027
H -0.327912 -1.126841 3.397160 -0.729 0.151 0.431
H -0.480392 -1.550691 5.227230 -0.367 -0.007 -0.351
H 0.165888 -2.706451 3.947970 -0.526 -0.089 0.387
H 4.772588 0.551479 4.480560 1.113 -0.680 -0.690
H 3.773628 1.137939 3.440830 -0.860 0.641 -0.127
C -2.678612 3.196679 -1.851490 1.461 0.353 1.398
C -3.428762 2.508949 -2.956710 -0.716 2.138 0.366
C -2.643952 2.312279 -4.264040 0.795 1.551 0.408
O -1.944672 3.589159 -4.532780 -1.699 -1.383 -0.204
C -1.525312 3.590999 -5.868010 1.598 0.437 -0.051
N -4.129262 1.407319 -2.367410 0.314 -0.962 -0.893
H -3.159752 3.156569 -0.874250 -0.798 -0.375 -0.260
H -2.467622 4.264009 -1.917800 0.220 -0.103 -0.826
H -1.754052 2.667939 -1.619680 0.548 0.054 -0.269
H -4.238102 3.212709 -3.151100 0.056 0.265 -0.713
H -3.289042 2.029049 -5.095750 -0.288 0.274 -0.061
H -1.839442 1.576939 -4.275510 0.036 -0.578 0.633
H -1.080302 4.563129 -6.080210 -0.577 0.281 -0.132
H -2.233982 3.279249 -6.635270 -0.407 0.226 0.240
H -0.647522 2.952869 -5.969880 0.168 -0.703 -0.144
H -4.947712 1.272409 -2.943630 -0.212 -0.698 0.083
H -3.510632 0.617659 -2.485060 -0.351 -0.888 0.276
C -2.731982 -2.550091 -5.018320 -0.757 0.628 -0.402
C -1.789852 -2.008091 -3.955010 -0.199 -0.077 -1.561
C -2.096762 -2.685411 -2.643010 0.156 0.394 1.180
O -3.331452 -2.193131 -2.099250 0.920 0.442 -0.423
C -3.583842 -2.359341 -0.693200 -0.728 -0.618 -1.498
N -0.411752 -2.261061 -4.387380 0.932 0.099 0.802
H -3.756352 -2.513751 -4.647570 -0.083 -0.309 -0.061
H -2.462402 -3.544511 -5.374070 -0.040 -0.234 0.484
H -2.724252 -1.945411 -5.925180 0.114 0.282 -0.017
H -1.874352 -0.921711 -3.928020 -0.342 0.111 0.492
H -1.299152 -2.520031 -1.918740 0.042 -0.147 -0.193
H -2.137642 -3.754381 -2.852130 -0.226 -0.330 0.191
H -4.627742 -2.045771 -0.686180 0.029 -0.126 0.729
H -2.997462 -1.774981 0.015870 0.206 0.090 -0.412
H -3.509152 -3.423361 -0.468760 -0.029 -0.041 0.374
H -0.264722 -3.260231 -4.399130 0.356 -0.312 0.301
H -0.251332 -2.008141 -5.351960 -0.428 0.247 -0.289
C -0.479822 -7.511251 3.294020 -2.811 0.391 2.069
C 0.208588 -6.860881 2.169400 -0.638 -0.209 -1.511
C -0.261082 -5.435151 1.733370 0.777 -0.401 -0.345
O 0.416228 -5.022591 0.521290 -0.018 -0.281 1.828
C 0.143988 -3.666791 0.298180 -0.671 -0.276 -1.111
N 1.614978 -6.821501 2.527870 0.639 0.839 0.227
H -0.561172 -8.598001 3.315070 0.844 -0.036 -0.292
H -1.536332 -7.252621 3.364650 -0.417 0.262 -0.280
H -0.116402 -7.147751 4.255220 0.269 -0.207 0.232
H -0.122722 -7.505761 1.355490 1.099 0.055 -0.806
H -0.073732 -4.679481 2.496240 0.425 0.042 0.477
H -1.338332 -5.364731 1.582830 -0.325 -0.464 -0.172
H 0.230458 -2.956971 1.120860 0.625 -0.450 0.573
H -0.910882 -3.627851 0.026470 -0.406 0.422 -0.262
H 0.746618 -3.318971 -0.540840 0.146 -0.121 0.051
H 1.450748 -6.409561 3.435300 0.762 1.315 0.400
H 1.961678 -7.666401 2.959190 -0.098 -1.166 -0.980


Record 2
132
Properties=species:S:1:pos:R:3:forces:R:3 method="wB97M-V/def2-TZVPD" e_above_lowest_kj_mol=718.71 total_charge=-1 homo_lumo_gap_ha=0.333
P 26.995193 -6.336804 -10.034305 -0.178 -1.368 -1.492
F 26.268620 -7.052930 -11.316853 0.353 -1.025 0.161
F 26.738859 -4.984940 -10.823895 0.195 1.408 -0.908
F 25.526838 -6.206354 -9.382384 0.144 0.178 0.990
F 27.727874 -5.414163 -8.942990 -0.031 -1.192 1.064
F 27.143945 -7.823265 -9.243204 0.364 1.848 -0.543
F 28.462004 -6.594291 -10.780079 -0.835 0.106 0.686
O 20.450802 1.130696 -7.981296 1.593 -1.524 -1.335
S 21.284348 0.202547 -8.745320 1.523 -0.237 -1.671
O 21.367943 0.187802 -10.221535 -0.854 0.287 2.530
O 22.874703 0.453086 -8.287780 -3.382 -0.179 0.293
C 23.972314 -0.153585 -8.978183 1.145 0.910 0.469
C 24.934793 1.028748 -9.015511 0.619 0.405 -0.380
C 20.992489 -1.546374 -8.191867 -0.277 1.621 0.015
H 23.768839 -0.577951 -9.961343 -0.411 0.128 0.172
H 24.382002 -0.892623 -8.289649 -0.086 -0.349 -0.245
H 25.974147 0.793961 -9.245122 -0.032 -0.438 0.069
H 24.909998 1.528415 -8.047109 0.085 -0.179 0.078
H 24.661089 1.796520 -9.739190 -0.385 -0.182 -0.133
H 21.993577 -1.933163 -8.001339 -0.344 -0.251 0.107
H 20.417395 -2.103511 -8.931443 0.386 0.243 -0.223
H 20.354996 -1.415229 -7.317513 0.438 -0.279 0.254
O 33.146834 -0.081134 -11.104760 0.281 -1.960 -2.964
S 33.456957 -0.981542 -12.244092 0.417 0.865 2.646
O 33.570927 -0.492597 -13.600795 -0.354 -0.626 1.162
O 34.875642 -1.610356 -11.759859 -1.058 1.847 0.572
C 35.536539 -2.534271 -12.547988 1.737 -1.261 -0.164
C 36.882107 -2.882948 -11.858512 -0.194 0.119 -0.308
C 32.488990 -2.514682 -12.089567 -0.057 0.357 -0.601
H 35.778070 -2.127625 -13.530033 -0.509 -0.168 -0.207
H 34.932802 -3.441631 -12.565583 0.039 -0.097 -0.537
H 37.722488 -2.320805 -12.265783 -0.167 0.277 0.023
H 37.135393 -3.928357 -12.034728 -0.161 -0.066 0.180
H 36.822198 -2.676791 -10.789854 -0.045 -0.193 -0.032
H 32.731276 -2.971950 -11.130227 -0.264 0.437 0.097
H 32.755249 -3.241788 -12.856708 0.226 0.337 -0.203
H 31.432269 -2.291925 -12.237237 0.082 0.114 0.361
O 35.493562 -10.781292 -9.672925 -1.073 1.397 -0.758
S 34.582581 -9.750914 -10.186468 1.498 -0.325 0.656
O 35.005991 -8.355783 -10.139172 -0.678 -1.738 -0.041
O 34.207403 -10.137259 -11.717251 0.423 0.528 0.953
C 35.344118 -10.594617 -12.507863 0.401 -0.378 -0.422
C 36.265284 -9.512239 -13.066069 -1.083 1.065 -0.104
C 33.005870 -9.972677 -9.373308 -0.161 1.092 -0.197
H 34.850914 -11.132977 -13.317202 0.127 -0.015 0.058
H 35.920075 -11.287311 -11.894218 -0.176 -0.134 -0.084
H 35.658552 -8.666559 -13.389812 -0.349 0.175 0.227
H 36.721958 -9.763232 -14.023437 0.433 -0.657 0.396
H 36.953070 -9.084175 -12.336827 0.192 -0.401 -0.097
H 33.135266 -10.083494 -8.296709 0.528 -0.577 -0.208
H 32.423473 -10.764516 -9.844387 0.192 0.109 0.163
H 32.516929 -8.999536 -9.418462 -0.304 -0.110 -0.563
O 21.586593 -13.171496 -7.835536 1.906 -1.820 -2.322
S 22.312753 -13.914328 -8.905553 -0.211 -1.186 0.147
O 22.465757 -15.392382 -8.882155 -0.614 3.374 0.137
O 21.651413 -13.528852 -10.361018 -0.563 -0.951 2.156
C 20.929857 -12.281659 -10.397691 1.443 1.093 -0.493
C 21.480807 -11.679931 -11.666606 -1.182 0.873 -0.903
C 23.954817 -13.204928 -9.367174 -1.290 -0.652 0.797
H 21.240159 -11.616488 -9.591884 -0.195 -0.349 0.360
H 19.846496 -12.395869 -10.360423 0.157 -0.334 -0.154
H 22.553217 -11.485470 -11.681515 0.026 -0.603 0.260
H 21.064991 -10.689192 -11.849973 -0.337 0.082 0.067
H 21.150733 -12.301419 -12.499027 0.440 0.012 -0.200
H 24.093580 -13.576531 -10.382445 0.048 0.195 0.149
H 24.712507 -13.614438 -8.699117 -0.096 0.358 0.052
H 23.789167 -12.129111 -9.310057 0.482 -0.051 -0.047
O 27.402216 -5.908390 -19.385921 -2.889 -0.128 1.039
S 26.084888 -5.801569 -18.723554 2.491 -0.777 1.219
O 25.096351 -4.855663 -19.192601 0.580 -1.120 0.226
O 25.445922 -7.388233 -18.553194 3.629 2.712 -1.445
C 24.096506 -7.457867 -18.566240 -3.144 -0.864 1.559
C 23.702888 -8.191411 -17.287957 0.040 -0.242 -0.294
C 26.428791 -5.580159 -16.849610 -0.922 -0.659 -2.657
H 23.722352 -8.029991 -19.415234 -0.021 0.505 -0.376
H 23.623407 -6.488553 -18.409094 -0.012 0.173 -0.963
H 22.627355 -8.101121 -17.135763 0.044 -0.087 0.218
H 24.269751 -7.707562 -16.492558 -0.314 -0.192 0.322
H 23.984117 -9.242530 -17.352502 -0.021 -0.015 0.196
H 27.323272 -4.957625 -16.828665 -0.355 -0.028 0.450
H 26.538640 -6.623453 -16.553665 0.460 0.334 0.250
H 25.475079 -5.201001 -16.482480 0.442 0.387 0.300
O 16.729541 -4.207317 -15.130452 -0.243 0.097 0.159
S 16.580695 -5.625206 -15.039214 0.730 -1.977 0.049
O 16.472954 -6.404990 -16.296240 -0.143 1.381 3.346
O 17.921038 -6.232292 -14.250300 -2.567 -0.390 -1.974
C 18.304775 -5.629255 -13.034874 0.397 1.119 -0.078
C 19.701305 -5.184445 -13.284319 1.543 -0.358 1.116
C 15.272560 -6.045326 -13.671538 0.276 0.696 -2.137
H 18.259666 -6.351828 -12.220043 -0.181 -0.070 -0.088
H 17.717535 -4.740793 -12.802727 -0.416 -0.159 0.047
H 20.149620 -4.945141 -12.320024 0.114 0.404 0.076
H 19.858623 -4.351597 -13.969687 -0.412 -0.152 -0.017
H 20.276768 -6.054371 -13.600797 0.064 0.078 -0.367
H 15.011205 -7.072859 -13.924452 0.154 0.000 0.683
H 14.406247 -5.402883 -13.829288 0.031 -0.028 -0.558
H 15.587522 -5.761767 -12.667301 0.665 -0.646 -0.241
O 23.261646 -1.108628 -2.758924 -0.617 -2.046 0.946
S 23.261258 -2.319950 -1.929977 1.802 0.322 -2.176
O 22.518570 -3.520428 -2.272150 0.188 1.570 0.328
O 24.810395 -2.765754 -1.758597 -2.421 0.933 2.786
C 25.589918 -3.279311 -2.769493 -0.010 -0.322 -1.439
C 25.526054 -4.827645 -2.856096 0.418 1.564 0.412
C 23.090020 -1.860262 -0.267143 -0.484 0.175 0.420
H 26.561334 -2.909228 -2.441639 0.406 -0.544 -0.550
H 25.283305 -2.696311 -3.637931 0.446 -0.527 -0.742
H 25.613223 -5.115519 -1.808420 0.412 -0.474 -0.083
H 26.408506 -5.067393 -3.449316 -0.189 -0.701 0.095
H 24.603904 -5.283191 -3.216947 0.118 0.443 -0.358
H 23.665327 -0.955072 -0.072820 0.254 -0.317 -0.142
H 23.439416 -2.736188 0.279468 -0.283 0.311 0.352
H 22.045592 -1.592092 -0.107878 -0.047 -0.400 0.126
C 30.950601 -10.055157 -16.625766 -0.477 -0.822 0.450
S 29.387368 -11.190197 -16.439301 1.810 -1.372 -1.471
O 29.770998 -12.458762 -17.270216 -0.731 2.418 2.080
C 29.431916 -11.501750 -14.618681 0.703 0.972 0.612
H 31.811496 -10.581088 -16.213028 -0.155 -0.202 0.090
H 30.882228 -9.077340 -16.149014 -0.480 -0.150 0.164
H 31.148365 -9.899898 -17.686377 -0.486 -0.276 -0.029
H 28.482698 -11.726476 -14.132287 -0.209 -0.533 -0.810
H 29.655107 -10.544136 -14.148291 0.041 0.535 -0.365
H 30.230824 -12.111987 -14.197419 -0.034 -0.540 -0.699
C 16.122211 -8.161652 -4.844642 0.656 0.610 0.062
S 17.010873 -8.178725 -6.451524 -0.517 0.390 -0.081
O 16.454901 -7.003681 -7.206523 0.691 -0.498 0.524
C 18.689564 -7.868529 -5.795084 -0.263 0.582 0.028
H 16.507754 -8.919535 -4.162693 -0.321 -0.378 -0.288
H 15.053954 -8.199326 -5.057955 0.174 -0.463 -0.046
H 16.296510 -7.216035 -4.331287 0.140 0.260 -0.277
H 19.445945 -7.706863 -6.563109 -0.362 -0.489 -0.400
H 18.916853 -8.758859 -5.208778 0.160 0.127 0.078
H 18.739704 -6.946717 -5.215549 -0.340 -0.137 0.373


Number 1: F_max 7.67 eV/A, HOMO -10.2 eV. Number 2: F_max 4.76 eV/A, HOMO -7.6 eV.